No. 1
Computed, not measured: a 11-piece molecular cluster, C24H68N14O11 overall in a non-equilibrium geometry, with ωB97M-V/def2-TZVPD.

Geometry as ORCA input:
```
! wB97M-V def2-TZVPD RIJCOSX def2/J DEFGRID3
* xyz 0 1
C -0.193 -15.380 -2.470
C 0.845 -14.314 -2.793
C 1.069 -14.147 -4.300
C 0.279 -12.994 -2.248
C 1.256 -11.880 -1.979
C 2.358 -12.341 -1.051
C 3.037 -13.586 -1.597
C 3.968 -13.155 -2.755
C 3.882 -14.093 -0.427
N 2.081 -14.596 -2.038
O 2.725 -15.739 -2.552
H 0.115 -16.404 -2.684
H -0.435 -15.335 -1.406
H -1.092 -15.164 -3.051
H 1.771 -14.873 -4.709
H 0.140 -14.327 -4.851
H 1.358 -13.121 -4.531
H -0.417 -12.539 -2.965
H -0.321 -13.191 -1.359
H 1.657 -11.383 -2.870
H 0.697 -11.051 -1.523
H 1.872 -12.605 -0.102
H 2.993 -11.479 -0.835
H 4.751 -12.523 -2.333
H 3.397 -12.670 -3.550
H 4.415 -14.005 -3.274
H 4.458 -15.009 -0.558
H 3.189 -14.379 0.378
H 4.424 -13.258 0.017
H 2.668 -16.390 -1.844
C -1.032 -13.918 3.937
C -0.092 -13.683 2.751
C 0.299 -15.057 2.176
C -0.808 -12.947 1.613
C -0.841 -11.438 1.796
C 0.503 -10.778 2.132
C 1.197 -11.506 3.297
C 2.681 -11.150 3.288
C 0.673 -11.092 4.678
N 1.090 -12.939 3.121
O 1.976 -13.742 3.850
H -0.596 -14.219 4.891
H -1.624 -13.024 4.175
H -1.795 -14.679 3.736
H 0.813 -15.691 2.895
H -0.631 -15.598 1.974
H 0.840 -14.894 1.243
H -0.208 -13.141 0.720
H -1.772 -13.440 1.484
H -1.308 -10.997 0.909
H -1.540 -11.196 2.606
H 0.149 -9.789 2.429
H 1.274 -10.791 1.361
H 2.902 -10.113 3.009
H 3.249 -11.762 2.574
H 3.191 -11.308 4.240
H -0.420 -11.226 4.773
H 0.696 -10.017 4.901
H 1.024 -11.685 5.522
H 2.795 -13.816 3.335
N 6.318 -15.349 4.461
C 5.732 -14.649 3.462
N 6.516 -13.668 2.925
O 4.529 -14.708 3.192
H 7.171 -15.003 4.872
H 5.810 -16.089 4.915
H 7.444 -13.451 3.242
H 6.132 -13.102 2.190
N 7.259 -10.482 -1.685
C 7.278 -11.073 -0.456
N 7.402 -10.220 0.623
O 7.227 -12.287 -0.301
H 7.376 -9.492 -1.799
H 7.376 -11.065 -2.492
H 7.425 -9.250 0.373
H 7.687 -10.661 1.484
N 7.143 -9.670 5.648
C 6.879 -10.063 4.375
N 5.674 -9.660 3.865
O 7.682 -10.671 3.673
H 6.568 -9.227 6.341
H 8.027 -9.950 6.037
H 5.400 -9.996 2.961
H 5.057 -9.208 4.513
N 7.691 -14.655 8.119
C 8.303 -14.129 7.023
N 8.484 -12.763 7.042
O 8.761 -14.800 6.089
H 7.289 -13.950 8.713
H 7.394 -15.628 8.237
H 8.829 -12.328 6.204
H 7.801 -12.224 7.550
N 7.249 -17.009 1.594
C 6.708 -18.244 1.438
N 7.566 -19.231 1.010
O 5.556 -18.539 1.726
H 6.624 -16.238 1.752
H 8.212 -16.832 1.380
H 7.146 -20.127 0.851
H 8.445 -18.982 0.598
N 9.213 -17.728 7.154
C 8.146 -18.117 7.882
N 8.278 -19.298 8.573
O 7.055 -17.531 7.903
H 10.022 -18.297 6.982
H 9.161 -16.881 6.592
H 9.141 -19.799 8.628
H 7.407 -19.593 8.973
O 10.174 -13.282 3.775
H 9.591 -12.523 3.658
H 10.181 -13.711 2.908
O 9.099 -13.768 1.029
H 8.915 -14.344 0.283
H 8.828 -12.894 0.716
O 3.449 -17.286 2.998
H 4.196 -17.699 2.527
H 3.608 -16.335 2.900
*
```

Results
E_tot, Ha: -2549.64832
SMILES: CC1(C)CCCC(C)(C)N1O.CC1(C)CCCC(C)(C)N1O.NC(N)=O.NC(N)=O.NC(N)=O.NC(N)=O.NC(N)=O.NC(N)=O.O.O.O
HOMO-LUMO gap, eV: 7.30
HOMO, eV: -7.210

***

No. 2
Computed, not measured: a 10-piece molecular cluster, C24H68N4O10 overall in a non-equilibrium geometry, with ωB97M-V/def2-TZVPD.

Geometry as ORCA input:
```
! wB97M-V def2-TZVPD RIJCOSX def2/J DEFGRID3
* xyz 0 1
N -3.733 -0.107 -3.266
C -2.595 0.537 -3.355
N -2.434 1.397 -4.371
O -1.631 0.195 -2.471
H -3.700 -0.607 -2.292
H -4.576 0.347 -3.649
H -1.548 1.913 -4.502
H -3.181 1.633 -4.961
N 1.637 0.547 4.365
C 0.700 0.727 3.544
N -0.354 -0.099 3.798
O 0.720 1.456 2.356
H 2.577 1.003 4.247
H 1.578 0.011 5.281
H -1.161 0.237 3.204
H -0.484 -0.796 4.602
C 1.460 -3.621 1.722
C 1.114 -3.057 3.087
C 1.254 -4.104 4.187
O 1.722 -2.017 3.443
H 1.315 -2.873 0.994
H 0.673 -4.368 1.461
H 2.419 -4.060 1.695
H 0.014 -2.811 2.988
H 0.764 -3.910 5.141
H 2.232 -4.306 4.543
H 0.833 -5.033 4.001
H 1.160 -1.335 3.799
C -3.623 0.114 0.357
C -3.410 -0.108 1.866
C -3.003 -1.591 2.272
O -2.593 0.632 2.395
H -3.924 1.084 0.179
H -4.404 -0.569 -0.066
H -2.756 -0.219 -0.156
H -4.356 0.105 2.398
H -2.041 -1.903 1.895
H -3.713 -2.314 1.975
H -2.930 -1.548 3.333
H -3.091 1.313 2.845
C -2.970 -4.401 -0.547
C -2.141 -3.260 -1.078
C -1.324 -3.662 -2.376
O -2.728 -2.291 -1.623
H -3.729 -4.289 0.266
H -2.370 -5.262 -0.249
H -3.489 -4.786 -1.422
H -1.437 -2.988 -0.325
H -0.570 -2.897 -2.356
H -1.809 -3.630 -3.393
H -0.816 -4.548 -2.197
H -2.040 -1.679 -1.838
C -2.888 3.634 -0.702
C -2.833 3.833 0.767
C -1.462 3.618 1.257
O -3.198 4.934 1.135
H -1.970 4.055 -1.165
H -3.625 4.148 -1.360
H -2.809 2.519 -1.011
H -3.423 3.107 1.358
H -0.753 4.164 0.637
H -0.996 2.634 1.131
H -1.243 3.849 2.333
H -3.033 4.982 2.088
C 4.557 1.163 0.281
C 4.195 0.182 1.392
C 3.985 -1.256 0.881
O 4.971 0.150 2.341
H 5.519 0.906 -0.278
H 4.789 2.191 0.623
H 3.867 0.924 -0.468
H 3.362 0.536 1.928
H 4.946 -1.538 0.499
H 3.255 -1.245 0.041
H 3.766 -2.057 1.599
H 4.693 -0.545 2.901
C 0.386 2.705 -1.853
C 1.102 3.939 -1.406
C 1.823 3.710 -0.116
O 1.830 4.465 -2.269
H -0.008 2.931 -2.824
H -0.448 2.486 -1.214
H 1.016 1.802 -1.894
H 0.395 4.734 -1.183
H 2.473 2.941 -0.433
H 1.245 3.161 0.645
H 2.285 4.521 0.329
H 2.236 5.259 -1.797
C 1.295 -0.598 -4.019
C 2.788 -0.240 -4.150
C 3.283 0.522 -2.903
O 3.483 -1.228 -4.264
H 1.114 -1.525 -3.488
H 0.926 -0.823 -4.988
H 0.767 0.191 -3.593
H 2.889 0.380 -4.997
H 2.698 -0.034 -2.094
H 3.056 1.583 -2.946
H 4.348 0.449 -2.774
H 3.165 -1.828 -4.884
C 0.223 -0.354 0.228
O 0.363 -0.920 -1.038
H 1.162 -0.362 0.739
H -0.451 -1.124 0.762
H -0.457 0.540 0.184
H -0.147 -0.383 -1.667
*
```

Results
E_tot, Ha: -1926.20650
SMILES: NC(N)=O.NC(N)=O.CC(C)O.CC(C)O.CC(C)O.CC(C)O.CC(C)O.CC(C)O.CC(C)O.CO
HOMO-LUMO gap, eV: 8.90
Relative energy (zero: lowest compared OMol25 entry of this formula, charge and spin), eV: 12.9998
HOMO, eV: -8.729

***

No. 3
Computed, not measured: a 8-piece molecular cluster, C24H68N4O12 overall in a non-equilibrium geometry, with ωB97M-V/def2-TZVPD.

Geometry as ORCA input:
```
! wB97M-V def2-TZVPD RIJCOSX def2/J DEFGRID3
* xyz 0 1
C -1.103 -3.339 3.610
O -2.368 -2.693 3.477
C -2.726 -2.727 2.134
C -4.071 -2.034 1.870
C -5.229 -2.843 2.363
N -4.112 -1.818 0.426
H -0.332 -2.795 3.045
H -1.191 -4.396 3.190
H -0.767 -3.416 4.631
H -2.066 -2.043 1.634
H -2.680 -3.716 1.699
H -4.078 -1.077 2.434
H -5.293 -3.787 1.753
H -6.207 -2.280 2.429
H -4.900 -3.199 3.331
H -4.926 -1.271 0.174
H -3.309 -1.386 0.019
C 0.705 -8.174 0.090
O -0.014 -7.293 -0.691
C -0.323 -6.039 -0.054
C -0.617 -4.925 -1.113
C 0.602 -4.818 -1.997
N -1.074 -3.635 -0.589
H 0.671 -9.148 -0.502
H 0.217 -8.357 1.035
H 1.786 -7.943 0.170
H -1.130 -6.227 0.617
H 0.529 -5.607 0.554
H -1.413 -5.269 -1.742
H 1.447 -4.324 -1.525
H 0.350 -4.209 -2.862
H 0.742 -5.835 -2.238
H -0.288 -3.330 -0.002
H -1.959 -3.668 -0.093
C 0.534 4.472 -2.804
O 1.891 4.370 -2.507
C 2.380 3.103 -2.912
C 3.733 2.823 -2.177
C 4.816 3.909 -2.506
N 4.267 1.479 -2.300
H 0.077 5.229 -2.154
H -0.047 3.553 -2.597
H 0.374 4.724 -3.854
H 1.735 2.295 -2.617
H 2.468 3.137 -4.047
H 3.447 2.862 -1.132
H 5.184 3.827 -3.578
H 5.687 3.786 -1.881
H 4.351 4.875 -2.454
H 4.536 1.303 -3.285
H 3.479 0.874 -2.002
C -1.491 2.718 2.676
O -2.351 2.950 1.575
C -2.964 1.852 0.909
C -3.823 2.461 -0.234
C -4.850 1.405 -0.624
N -2.980 2.913 -1.305
H -1.190 3.707 2.973
H -0.547 2.300 2.393
H -1.983 2.203 3.519
H -2.153 1.163 0.503
H -3.664 1.314 1.546
H -4.338 3.290 0.180
H -4.406 0.546 -1.035
H -5.477 1.785 -1.431
H -5.384 1.050 0.240
H -2.226 3.542 -1.100
H -2.523 2.128 -1.867
O 6.096 2.122 -0.186
C 6.104 1.084 0.826
C 4.808 0.685 1.444
O 4.054 -0.310 0.706
H 5.639 1.748 -1.007
H 6.605 0.226 0.393
H 6.704 1.461 1.623
H 4.197 1.529 1.700
H 5.050 0.165 2.339
H 4.676 -0.989 0.506
O 1.586 3.698 1.303
C 1.868 4.123 2.620
C 1.422 5.584 2.868
O 0.051 5.778 2.584
H 0.610 3.737 1.285
H 1.252 3.562 3.328
H 2.899 3.827 2.867
H 2.043 6.381 2.419
H 1.511 5.813 3.875
H -0.150 5.781 1.651
O -1.774 -1.037 -1.555
C -2.245 -0.666 -2.865
C -1.144 -0.179 -3.806
O -0.652 1.089 -3.491
H -1.463 -1.989 -1.465
H -2.703 -1.602 -3.295
H -3.041 0.009 -2.765
H -1.589 -0.123 -4.873
H -0.361 -0.893 -3.838
H 0.045 1.008 -2.852
O 0.484 0.120 -1.070
C 0.693 0.526 0.279
C 0.416 -0.586 1.318
O 1.400 -1.672 1.301
H -0.417 -0.310 -1.170
H 1.682 0.901 0.381
H 0.079 1.361 0.524
H -0.563 -0.986 1.249
H 0.428 -0.032 2.272
H 2.266 -1.273 1.189
*
```

Results
E_tot, Ha: -2076.93200
SMILES: COC[C@H](C)N.COC[C@H](C)N.COC[C@H](C)N.COC[C@H](C)N.OCCO.OCCO.OCCO.OCCO
HOMO-LUMO gap, eV: 9.30
Relative energy (zero: lowest compared OMol25 entry of this formula, charge and spin), eV: 0.8086
HOMO, eV: -8.810

***

No. 4
Computed, not measured: a 8-piece molecular cluster, C24H68N4O12 overall in a non-equilibrium geometry, with ωB97M-V/def2-TZVPD.

Geometry as ORCA input:
```
! wB97M-V def2-TZVPD RIJCOSX def2/J DEFGRID3
* xyz 0 1
C -4.391 -33.351 -15.760
O -5.579 -32.471 -15.529
C -5.355 -31.064 -15.710
C -6.782 -30.355 -15.872
C -7.400 -30.631 -17.211
N -6.583 -28.894 -15.699
H -3.607 -33.132 -15.015
H -3.877 -33.110 -16.670
H -4.683 -34.425 -15.736
H -4.846 -30.847 -14.824
H -4.652 -30.888 -16.620
H -7.376 -30.704 -15.020
H -7.758 -31.552 -16.971
H -6.674 -30.705 -18.030
H -8.250 -29.959 -17.446
H -6.123 -28.445 -16.499
H -5.957 -28.729 -14.912
C -14.301 -22.782 -17.970
O -14.188 -24.115 -18.378
C -15.292 -24.874 -17.880
C -15.018 -26.335 -17.998
C -15.278 -26.895 -19.363
N -15.920 -26.981 -17.083
H -15.258 -22.343 -17.801
H -13.862 -22.009 -18.710
H -13.731 -22.622 -17.084
H -15.231 -24.611 -16.873
H -16.286 -24.556 -18.210
H -14.007 -26.551 -17.706
H -16.346 -26.814 -19.619
H -14.953 -27.921 -19.432
H -14.780 -26.322 -20.200
H -16.900 -26.830 -17.416
H -15.826 -26.296 -16.319
C -11.297 -24.119 -16.569
O -11.463 -24.702 -15.322
C -12.655 -25.438 -15.243
C -12.928 -26.129 -13.845
C -11.669 -26.799 -13.419
N -14.053 -27.102 -14.003
H -10.769 -24.898 -17.095
H -10.611 -23.297 -16.389
H -12.180 -23.761 -17.016
H -13.577 -24.962 -15.733
H -12.630 -26.206 -15.971
H -13.164 -25.269 -13.128
H -10.901 -25.992 -13.262
H -11.337 -27.430 -14.266
H -11.823 -27.428 -12.533
H -14.935 -26.602 -14.381
H -13.734 -27.886 -14.585
C -16.592 -29.161 -14.094
O -15.409 -29.273 -13.273
C -14.686 -30.474 -13.564
C -13.674 -30.800 -12.503
C -14.439 -31.251 -11.238
N -12.927 -29.560 -12.268
H -16.460 -29.321 -15.195
H -16.855 -28.129 -13.983
H -17.542 -29.640 -13.797
H -15.422 -31.248 -13.772
H -14.264 -30.266 -14.552
H -12.904 -31.533 -12.670
H -15.171 -30.561 -10.781
H -13.760 -31.683 -10.488
H -14.943 -32.197 -11.540
H -12.182 -29.578 -12.965
H -13.497 -28.824 -12.597
O -9.879 -33.035 -13.559
C -10.242 -31.725 -13.939
C -9.726 -30.707 -12.894
O -10.218 -29.676 -13.371
H -8.978 -33.284 -13.868
H -9.833 -31.444 -14.959
H -11.241 -31.510 -14.323
H -8.636 -30.639 -12.759
H -10.325 -30.675 -11.936
H -9.566 -29.349 -14.023
O -12.671 -26.167 -21.920
C -12.434 -27.226 -20.926
C -11.145 -27.975 -21.282
O -10.213 -27.235 -20.844
H -13.284 -25.472 -21.622
H -12.505 -26.711 -19.923
H -13.328 -27.882 -20.835
H -10.987 -28.085 -22.347
H -11.137 -28.986 -20.798
H -10.463 -26.333 -21.030
O -10.302 -27.135 -18.052
C -9.068 -27.189 -17.509
C -9.201 -27.079 -15.990
O -9.087 -28.212 -15.449
H -10.178 -26.977 -19.029
H -8.585 -27.951 -18.057
H -8.444 -26.365 -17.808
H -10.060 -26.423 -15.721
H -8.262 -26.697 -15.576
H -8.220 -28.522 -15.698
O -10.848 -29.919 -17.464
C -11.925 -29.743 -16.554
C -13.108 -28.967 -17.234
O -14.065 -28.895 -16.481
H -10.426 -29.090 -17.352
H -12.341 -30.655 -16.301
H -11.523 -29.267 -15.715
H -13.381 -29.621 -18.037
H -12.707 -28.038 -17.675
H -14.751 -28.310 -16.810
*
```

Results
E_tot, Ha: -2076.64899
SMILES: COC[C@H](C)N.COC[C@H](C)N.COC[C@H](C)N.COC[C@H](C)N.OCCO.OCCO.OCCO.OCCO
HOMO-LUMO gap, eV: 8.61
Relative energy (zero: lowest compared OMol25 entry of this formula, charge and spin), eV: 8.5096
HOMO, eV: -8.240

***

HOMO-LUMO gap of number 4 (C24H68N4O12)?
8.61 eV

***

Which value of HOMO does entry 2 give?
-8.729 eV

***

What is the formula in the fourth record?
C24H68N4O12

***

The lowest HOMO belongs to which entry?
number 3